Record 1
Molecular formula: CH7NO
Method: DFT, ωB97M-V with the def2-TZVPD basis set

ΔE to the lowest compared entry with this formula, charge and spin = 18.1 kcal/mol
Kohn-Sham gap = 10.4 eV
F_max = 3.02 eV/A
SMILES = CN.O
charge = 0
DFT total energy = -172.2493 Eh

Cartesian coordinates (Å):
C: 0.8989 -0.7225 -0.0017
N: 0.3860 0.6856 -0.0362
H: 0.3864 -1.1588 -0.8897
H: 2.0236 -0.6062 -0.0556
H: 0.7505 -1.1094 0.9921
H: 0.3218 1.3608 0.7889
H: 0.8068 1.1864 -0.8777
O: -1.9666 -0.3192 -0.0514
H: -1.0816 0.2007 -0.0408
H: -2.5258 0.4825 0.1720

Record 2
Molecular formula: C5H4N
Method: DFT, ωB97M-V with the def2-TZVPD basis set

ΔE to the lowest compared entry with this formula, charge and spin = 49.2 kcal/mol
Kohn-Sham gap = 7.0 eV
F_max = 4.10 eV/A
charge = +1
DFT total energy = -247.1835 Eh

Cartesian coordinates (Å):
C: 1.0728 0.2781 0.1036
C: -2.9192 0.9314 0.0715
C: 2.3138 0.9396 0.0306
C: -1.2048 -1.0017 -0.0182
C: 0.0109 -0.3481 0.0730
N: -2.1498 0.0673 -0.0725
H: 2.7093 1.4204 0.9081
H: 2.7981 0.9550 -0.9900
H: -1.0911 -1.5595 -0.9991
H: -1.5400 -1.6826 0.8930

Record 3
Molecular formula: C5H8N2
Method: DFT, ωB97M-V with the def2-TZVPD basis set

ΔE to the lowest compared entry with this formula, charge and spin = 104.0 kcal/mol
Kohn-Sham gap = 9.1 eV
F_max = 0.54 eV/A
charge = 0
DFT total energy = -304.6698 Eh

Cartesian coordinates (Å):
C: -0.1453 1.5352 1.4386
N: 0.4419 0.4177 0.7439
C: -0.1650 -0.7803 0.4322
C: 0.6102 -1.5191 -0.4953
C: -0.9963 -0.8616 -1.1726
C: 1.6188 -0.4812 -0.7781
N: 1.5223 0.6010 -0.0505
H: -0.6776 2.2052 0.7500
H: 0.6412 2.0912 1.9535
H: -0.8505 1.1418 2.1760
H: -0.9432 -1.1419 1.0986
H: -0.5181 -0.9829 -2.1359
H: -1.4265 0.1557 -1.1408
H: -1.7608 -1.6223 -1.0297
H: 2.4358 -0.5551 -1.4911

Record 4
Molecular formula: C42H45MnN2OPS
Method: DFT, ωB97M-V with the def2-TZVPD basis set

ΔE to the lowest compared entry with this formula, charge and spin = 30.6 kcal/mol
Kohn-Sham gap (alpha / beta) = 6.1 / 6.2 eV
F_max = 1.07 eV/A
charge = 0
multiplicity = 4
DFT total energy = -3702.6742 Eh

Cartesian coordinates (Å):
Mn: 0.0224 1.0877 -0.5906
C: -0.5808 5.7580 0.0755
C: 0.5360 5.6452 -0.6723
C: 1.1011 2.9947 -0.0173
C: 0.2791 2.8441 1.2136
C: -0.6236 3.8016 1.6972
C: -1.0138 5.0378 1.2356
P: 0.3996 1.2057 1.9566
C: 1.2302 1.3840 3.5845
C: 0.9117 0.5137 4.6169
C: 1.5340 0.6380 5.8535
C: 2.4704 1.6378 6.0562
C: 2.7863 2.5207 5.0282
C: 2.1663 2.3948 3.7983
C: 1.8427 0.8418 0.8901
C: 2.7089 -0.2583 0.9977
C: 3.8697 -0.2739 0.2678
C: 4.1784 0.7902 -0.5958
C: 3.3134 1.8438 -0.7616
C: 2.1246 1.8739 -0.0108
H: -1.2784 6.5211 -0.2653
H: 0.6186 6.2200 -1.5851
H: 0.4646 2.9327 -0.9650
H: -1.1474 3.4935 2.6033
H: -1.8072 5.5133 1.7977
H: 0.1734 -0.2631 4.4530
H: 1.2829 -0.0413 6.6564
H: 2.9542 1.7380 7.0186
H: 3.5111 3.3069 5.1907
H: 2.3844 3.0913 2.9960
H: 2.4738 -1.0657 1.6799
H: 4.5558 -1.1036 0.3613
H: 5.1131 0.7756 -1.1393
H: 3.5455 2.6582 -1.4355
O: -0.1330 1.5363 -3.1535
C: -1.3685 0.8497 -3.3481
C: -2.3460 1.4178 -2.3573
C: -3.6599 1.6866 -2.7068
C: -4.5166 2.2221 -1.7592
C: -4.0271 2.5046 -0.4964
C: -2.7055 2.2104 -0.2157
N: -1.8885 1.6566 -1.1183
H: 0.5506 1.0395 -3.6200
H: -1.2339 -0.2216 -3.1575
H: -1.7470 0.9975 -4.3646
H: -3.9892 1.4813 -3.7153
H: -5.5455 2.4330 -2.0132
H: -4.6442 2.9480 0.2702
H: -2.2752 2.4097 0.7544
S: 1.9115 4.6412 -0.3217
C: 3.5464 -0.0829 -3.8969
C: 2.7243 -1.0550 -3.0942
C: 3.0249 -2.4116 -3.1160
C: 2.2694 -3.2826 -2.3433
C: 2.5947 -4.7525 -2.3096
C: 1.2016 -2.8128 -1.5937
C: 0.8226 -1.4510 -1.5721
C: 1.6657 -0.6057 -2.3235
N: -0.2414 -0.8778 -0.8990
C: -1.1925 -1.7578 -0.1902
C: -1.9095 -2.7550 -1.1314
C: -2.8470 -3.6760 -0.3428
C: -2.0608 -4.4022 0.7547
C: -1.4713 -3.3897 1.7412
C: -2.5870 -2.5430 2.3503
C: -3.3165 -1.8121 1.2253
C: -3.9566 -2.8419 0.2961
C: -2.3411 -0.9402 0.4248
C: -0.5075 -2.4601 1.0055
H: 4.1298 -0.6053 -4.6538
H: 4.2412 0.4746 -3.2677
H: 2.9232 0.6507 -4.4104
H: 3.8427 -2.7810 -3.7212
H: 3.4707 -4.9753 -2.9167
H: 1.7639 -5.3514 -2.6872
H: 2.7987 -5.0860 -1.2911
H: 0.6676 -3.5457 -1.0181
H: 1.5250 0.4734 -2.2769
H: -1.2271 -3.3523 -1.7279
H: -2.4964 -2.1617 -1.8435
H: -3.2813 -4.4116 -1.0250
H: -1.2575 -4.9960 0.3074
H: -2.7182 -5.0999 1.2820
H: -0.9338 -3.9195 2.5327
H: -2.1615 -1.8245 3.0562
H: -3.2914 -3.1699 2.9060
H: -4.0884 -1.1614 1.6476
H: -4.5386 -2.3394 -0.4825
H: -4.6459 -3.4791 0.8573
H: -1.9297 -0.1617 1.0734
H: -2.9091 -0.4653 -0.3757
H: 0.3834 -3.0041 0.7002
H: -0.1685 -1.6686 1.6824